Entry 1:
60
Properties=species:S:1:pos:R:3:mulliken_charge:R:1 method="wB97M-V/def2-TZVPD" gap_ha=0.3705 e_lumo_ev=-0.183 e_homo_ev=-10.26
Br -0.829 -3.636 -4.342 -0.1927
S 0.842 0.677 -2.210 1.2181
S -0.037 -0.579 -5.948 1.2235
P 0.611 -2.987 -2.771 0.1138
F 3.025 2.141 -5.421 -0.1932
F 4.889 3.194 -5.410 -0.2734
F 1.448 -1.339 8.624 -0.2367
F 0.820 -1.711 6.585 -0.2470
F 0.677 0.737 -6.348 -0.1356
F 4.172 1.259 -2.695 -0.2498
F 0.711 -3.298 8.063 -0.2548
F -3.945 0.948 4.255 -0.2735
F 6.014 1.705 -3.752 -0.3375
F 3.536 3.405 -3.792 -0.2597
F -4.733 2.894 4.785 -0.2462
F -5.966 1.496 3.683 -0.2627
O -1.435 -0.393 -6.105 -0.5778
O 1.598 1.763 -1.728 -0.5370
O 1.790 -4.090 -2.933 -0.4461
O 1.716 -0.657 -2.319 -0.3039
O 0.617 -1.671 -6.576 -0.5318
O -1.131 -0.921 9.230 -0.5117
O -1.725 -2.028 7.352 -0.3135
O 0.622 0.790 -3.786 -0.3860
O -0.397 0.355 -1.585 -0.5704
O -4.064 3.719 2.321 -0.5138
O -3.984 1.562 1.650 -0.3382
C 4.707 1.346 -3.923 0.9755
C 4.644 0.021 -4.680 -1.2703
C -3.121 -1.728 7.573 -0.2878
C -3.457 -0.302 7.195 -1.0139
C 0.279 -0.579 -4.156 -1.1148
C 4.067 -1.197 -3.930 -1.0528
C -0.876 -1.555 8.249 0.3203
C -2.037 2.300 0.357 -0.9875
C 2.670 -1.685 -4.406 -0.9250
C -4.200 2.546 2.505 0.3073
C -3.505 1.944 0.341 -0.2587
C 4.030 2.550 -4.659 0.5713
C 0.560 -1.979 7.871 0.9226
C -4.717 1.962 3.837 0.9616
C 1.439 -1.395 -3.533 1.3307
H -3.660 -2.428 6.940 0.3261
H 5.686 -0.202 -4.917 0.3833
H -3.170 -0.106 6.166 0.2622
H -3.678 1.071 -0.285 0.3142
H -1.450 1.474 0.758 0.2939
H -3.377 -1.947 8.609 0.3332
H 2.523 -1.308 -5.414 0.4593
H -2.928 0.409 7.829 0.3422
H 4.112 -1.081 -2.849 0.5661
H -1.848 3.176 0.975 0.4086
H -1.694 2.510 -0.654 0.2699
H -4.118 2.759 -0.043 0.3173
H 4.739 -2.023 -4.172 0.4367
H -4.527 -0.129 7.304 0.3830
H 1.876 -4.406 -3.847 0.3429
H -0.710 -0.735 -3.724 0.6740
H 4.150 0.153 -5.643 0.5125
H 2.749 -2.766 -4.506 0.5337

=====

Entry 2:
56
Properties=species:S:1:pos:R:3:mulliken_charge:R:1 method="wB97M-V/def2-TZVPD" e_above_lowest_ev=0.4188 gap_ha="0.2057 / 0.2056" e_lumo_ev="1.148 / 1.148" total_charge=-1 e_homo_ev="-4.45 / -4.45"
W -0.331 0.385 0.271 2.7620
Br -2.249 2.672 -2.267 -0.0413
S 1.442 1.467 1.582 -0.7296
O 5.768 -6.108 -0.918 -0.6221
O 1.640 -0.565 -0.509 -0.7576
O 0.436 -1.576 0.957 -0.8352
O -2.943 -2.779 -0.730 -0.7857
O 1.349 2.176 -3.004 -0.7291
O -1.039 0.315 2.213 -0.8268
O 0.405 1.784 -1.004 -0.8313
O -1.992 -0.999 0.267 -0.5578
O -2.707 0.552 3.684 -0.7511
O 4.526 -7.139 0.501 -0.6209
N -0.318 3.471 1.549 -0.0075
N -0.659 -0.337 -1.706 0.6978
N 4.817 -6.164 -0.164 1.0051
N -2.356 1.588 0.333 0.2353
C -2.191 -1.822 -0.706 0.1611
C 0.703 1.490 -2.245 0.1331
C -4.370 2.611 -0.472 -0.6851
C -3.047 2.223 -0.612 -0.0349
C -1.448 -2.013 -3.171 -0.7474
C -0.698 4.716 1.841 -0.1603
C 4.270 -3.851 -0.800 -0.5633
C -4.324 1.696 1.711 -0.5897
C -1.413 -1.414 -1.925 0.3968
C 2.335 -2.771 0.125 -0.0628
C 3.449 -2.741 -0.703 -0.3820
C 2.036 -3.907 0.868 -0.4221
C -5.026 2.336 0.713 -0.4742
C 1.438 -1.581 0.199 0.6118
C -3.011 1.341 1.479 0.5687
C 0.053 0.215 -2.689 0.9372
C 0.069 -0.325 -3.955 -0.9141
C 0.884 3.071 1.962 0.5471
C 3.952 -4.975 -0.057 0.0685
C 2.849 -5.023 0.779 -0.4859
C 0.063 5.622 2.551 -0.7875
C -2.225 0.661 2.574 0.2427
C 1.730 3.922 2.698 -0.8480
C -0.684 -1.471 -4.193 -0.4108
C 1.315 5.199 2.992 -0.2212
H 2.697 3.557 3.017 0.4293
H -0.682 -1.929 -5.174 0.4360
H 1.958 5.865 3.556 0.3643
H -6.062 2.621 0.845 0.4116
H -2.073 -2.884 -3.306 0.5424
H 2.643 -5.923 1.339 0.4751
H 3.659 -1.840 -1.264 0.5217
H -4.745 1.449 2.675 0.5464
H -4.861 3.116 -1.291 0.4463
H -0.309 6.617 2.758 0.3881
H 0.658 0.159 -4.722 0.5678
H 1.163 -3.898 1.505 0.5513
H -1.685 5.000 1.481 0.3643
H 5.143 -3.861 -1.434 0.4730

=====

Entry 3:
16
Properties=species:S:1:pos:R:3:mulliken_charge:R:1 method="wB97M-V/def2-TZVPD" e_above_lowest_ev=1.5357 gap_ha=0.3931 e_lumo_ev=0.570 e_homo_ev=-10.13
O -0.418 -0.073 0.353 -0.4754
O -0.350 -2.261 -0.249 -0.5028
C -1.308 -1.760 1.855 -0.9646
C -0.603 -1.398 0.554 0.6340
C 0.130 2.304 -0.256 -1.0222
C 1.400 0.176 -1.597 -1.0819
B 0.277 0.696 -0.499 0.5684
H 1.208 -0.860 -2.042 0.2862
H -0.542 2.590 -0.998 0.3581
H 2.397 0.089 -1.254 0.4302
H -1.226 -2.845 2.059 0.3335
H -0.336 2.357 0.646 0.2699
H -1.094 -1.010 2.681 0.2845
H 1.681 0.788 -2.547 0.2985
H -2.293 -1.613 1.587 0.2933
H 1.078 2.820 -0.292 0.2903